The following is a quantum chemistry calculation of C29H23BCo2F3NO9 as an isolated structure in a non-equilibrium geometry, from OMol25.

Computed properties:
charge	0
largest force on an atom	6.20	eV/A
spin multiplicity	1
Kohn-Sham gap	4.57	eV
relative energy (zero: lowest compared OMol25 entry of this formula, charge and spin)	0.00	kcal/mol
highest occupied orbital energy	-7.75	eV
lowest unoccupied orbital energy	-3.18	eV

Positions of all 68 atoms, in Å:
O1 1.778 3.853 -0.334
C1 0.802 3.263 -0.517
Co1 -0.701 2.455 -0.654
C2 -0.738 3.050 -2.340
O2 -0.736 3.719 -3.279
C3 0.015 1.052 0.115
O3 0.589 0.192 0.638
C4 -1.711 3.338 0.724
C5 -1.145 3.445 2.079
C6 -0.809 2.300 2.840
C7 -0.085 2.434 4.023
C8 0.251 3.701 4.503
C9 -0.182 4.841 3.816
C10 -0.884 4.717 2.621
C11 -2.393 4.304 -0.081
C12 -2.289 5.561 -0.539
Co2 -3.119 2.724 -0.200
C13 -3.217 1.012 0.208
O4 -3.415 -0.094 0.490
C14 -3.428 2.763 -1.962
O5 -3.906 2.801 -3.017
C15 -4.720 3.246 0.313
O6 -5.725 3.725 0.634
H1 -1.133 1.317 2.488
H2 0.209 1.538 4.571
H3 0.835 3.801 5.420
H4 0.017 5.840 4.206
H5 -1.238 5.602 2.073
H6 -3.075 5.955 -1.184
H7 -1.408 6.174 -0.326
C16 -4.710 -3.601 0.289
O7 -3.417 -4.161 0.609
C17 -2.315 -3.626 0.014
C18 -2.371 -2.543 -0.897
C19 -1.190 -1.932 -1.284
C20 0.054 -2.531 -0.940
N1 1.069 -1.728 -1.496
C21 2.478 -1.884 -1.297
O8 3.303 -1.143 -1.789
O9 2.766 -2.927 -0.496
C22 4.194 -3.239 -0.238
C23 4.902 -2.046 0.360
C24 4.882 -3.648 -1.520
C25 4.179 -4.390 0.751
C26 0.464 -0.683 -2.206
B1 1.408 0.340 -3.059
F1 0.451 1.160 -3.719
F2 2.131 1.083 -2.114
F3 2.119 -0.388 -3.989
C27 -0.891 -0.717 -2.005
C28 0.124 -3.611 -0.077
C29 -1.051 -4.160 0.407
H8 -5.389 -4.112 0.972
H9 -4.730 -2.517 0.462
H10 -4.975 -3.821 -0.754
H11 -3.312 -2.195 -1.335
H12 4.417 -1.739 1.294
H13 5.945 -2.307 0.582
H14 4.885 -1.225 -0.362
H15 4.401 -4.531 -1.958
H16 4.864 -2.813 -2.229
H17 5.927 -3.902 -1.303
H18 3.673 -5.268 0.334
H19 5.205 -4.685 0.999
H20 3.683 -4.102 1.686
H21 -1.655 -0.055 -2.399
H22 1.080 -4.008 0.244
H23 -1.038 -4.973 1.137

natural (NBO) population analysis, charges in e, atoms 1 to 5: atom 1 (O): -0.4025, atom 2 (C): 0.6861, atom 3 (Co): 0.1594, atom 4 (C): 0.5496, atom 5 (O): -0.4034



The following is a quantum chemistry calculation of C29H23BiClNO7P as an isolated structure, from OMol25.

Computed properties:
charge	-1
largest force on an atom	0.19	eV/A
spin multiplicity	1
Kohn-Sham gap	5.95	eV
relative energy (zero: lowest compared OMol25 entry of this formula, charge and spin)	0.00	kcal/mol
highest occupied orbital energy	-3.42	eV
lowest unoccupied orbital energy	2.53	eV

Positions of all 63 atoms, in Å:
Bi1 2.375 -1.622 1.067
O1 -1.099 -3.967 5.976
C1 -0.298 -3.425 5.021
C2 -0.479 -2.124 4.561
C3 0.383 -1.663 3.588
N1 1.354 -2.421 3.099
C4 1.533 -3.671 3.521
C5 0.723 -4.213 4.500
C6 2.651 -4.486 2.840
O2 2.847 -5.616 3.283
O3 3.227 -3.880 1.891
C7 0.285 -0.259 3.005
O4 -0.535 0.516 3.480
O5 1.115 -0.023 2.061
H1 -1.765 -3.318 6.229
H2 -1.258 -1.468 4.927
H3 0.892 -5.228 4.825
Cl1 2.910 2.102 0.018
C8 2.556 1.659 -1.628
C9 3.613 1.555 -2.516
C10 3.365 1.189 -3.830
C11 2.063 0.937 -4.237
C12 1.017 1.053 -3.334
C13 1.238 1.417 -2.006
P1 -0.083 1.455 -0.724
C14 -0.152 3.260 -0.384
C15 0.284 4.268 -1.238
C16 0.179 5.603 -0.869
C17 -0.370 5.945 0.359
C18 -0.802 4.946 1.221
C19 -0.685 3.613 0.856
C20 -1.559 1.234 -1.792
C21 -2.347 2.246 -2.326
C22 -3.475 1.937 -3.081
C23 -3.819 0.616 -3.313
C24 -3.040 -0.404 -2.775
C25 -1.928 -0.099 -2.009
H4 4.619 1.753 -2.169
H5 4.189 1.097 -4.526
H6 1.858 0.646 -5.260
H7 0.006 0.847 -3.661
H8 0.718 4.011 -2.198
H9 0.529 6.375 -1.544
H10 -0.449 6.986 0.648
H11 -1.216 5.204 2.188
H12 -0.992 2.831 1.543
H13 -2.088 3.283 -2.155
H14 -4.082 2.738 -3.487
H15 -4.696 0.377 -3.902
H16 -3.313 -1.440 -2.936
H17 -1.344 -0.885 -1.542
C26 -0.935 -3.357 0.588
O6 -0.481 -2.084 0.167
C27 0.847 -2.040 -0.307
C28 1.140 -2.963 -1.457
H18 -0.195 -3.840 1.236
H19 -1.135 -4.025 -0.258
H20 -1.864 -3.205 1.141
H21 0.534 -2.686 -2.333
H22 0.957 -4.029 -1.262
H23 2.188 -2.872 -1.759
O7 -2.931 -0.741 1.588
C29 -2.783 0.358 1.388

natural (NBO) population analysis, charges in e, atoms 1 to 5: atom 1 (Bi): 1.4309, atom 2 (O): -0.6582, atom 3 (C): 0.3426, atom 4 (C): -0.3106, atom 5 (C): 0.1327



The following is a quantum chemistry calculation of C29H23Br2Cl3F6LaN8O7PS5SbSi as an isolated structure in a non-equilibrium geometry, from OMol25.

Computed properties:
charge	-2
largest force on an atom	1.10	eV/A
spin multiplicity	2
Kohn-Sham gap (spin up / spin down)	6.31 / 6.24	eV
relative energy (zero: lowest compared OMol25 entry of this formula, charge and spin)	0.00	kcal/mol
highest occupied orbital energy (spin up / spin down)	-3.34 / -3.42	eV
lowest unoccupied orbital energy (spin up / spin down)	2.97 / 2.83	eV

Positions of all 87 atoms, in Å:
La1 -0.368 0.150 0.550
S1 -0.202 4.850 3.712
Sb1 -0.351 3.773 1.750
S2 -2.146 2.346 1.486
S3 1.445 2.376 1.276
S4 -0.397 5.578 0.212
Br1 -5.768 -4.033 3.862
C1 -4.539 -2.832 3.066
C2 -3.356 -2.535 3.701
C3 -2.499 -1.652 3.063
N1 -2.757 -1.079 1.885
C4 -3.921 -1.373 1.299
C5 -4.846 -2.246 1.858
C6 -4.218 -0.667 0.015
C7 -5.377 -0.930 -0.710
C8 -5.604 -0.176 -1.842
Br2 -7.143 -0.516 -2.894
C9 -4.719 0.815 -2.214
C10 -3.600 0.997 -1.420
N2 -3.341 0.265 -0.341
H1 -3.088 -2.959 4.656
H2 -1.573 -1.376 3.531
H3 -5.783 -2.464 1.373
H4 -6.064 -1.709 -0.426
H5 -4.869 1.421 -3.094
H6 -2.878 1.767 -1.663
F1 1.979 -0.602 1.634
P1 1.677 -2.136 2.174
F2 0.075 -1.594 2.299
F3 1.300 -2.520 0.650
F4 3.191 -2.558 1.973
F5 1.929 -1.639 3.673
F6 1.228 -3.572 2.689
N3 0.837 3.093 -3.894
C11 0.774 3.273 -2.552
S5 -0.695 3.542 -1.787
N4 1.914 3.186 -1.845
C12 3.186 2.833 -2.325
C13 3.710 3.316 -3.517
C14 4.973 2.903 -3.924
C15 5.720 2.032 -3.151
C16 5.205 1.582 -1.941
C17 3.947 1.976 -1.526
H7 -0.064 2.980 -4.336
H8 1.615 2.583 -4.287
H9 1.747 3.077 -0.831
H10 3.165 4.042 -4.106
H11 5.368 3.276 -4.860
H12 6.692 1.698 -3.485
H13 5.763 0.888 -1.328
H14 3.520 1.607 -0.604
N5 -0.479 0.825 4.060
C18 -0.684 0.296 5.321
C19 -1.983 0.158 5.817
C20 -2.209 -0.437 7.046
C21 -1.152 -0.910 7.812
C22 0.139 -0.770 7.319
C23 0.377 -0.177 6.094
H15 -1.214 1.442 3.725
H16 0.435 1.228 3.886
H17 -2.813 0.534 5.230
H18 -3.226 -0.527 7.406
H19 -1.333 -1.379 8.770
H20 0.979 -1.135 7.898
H21 1.384 -0.092 5.709
Cl1 -2.833 -2.465 -2.476
Si1 -1.285 -2.453 -0.955
Cl2 0.199 -3.530 -2.122
Cl3 -1.981 -4.072 0.303
O1 1.943 -1.943 -7.206
N6 2.769 -1.991 -6.312
O2 3.889 -2.455 -6.434
C24 2.388 -1.469 -5.007
C25 3.312 -1.484 -3.973
C26 2.956 -0.986 -2.744
C27 1.658 -0.443 -2.434
O3 1.334 0.030 -1.326
C28 0.782 -0.465 -3.586
C29 1.116 -0.962 -4.825
N7 -0.583 0.067 -3.480
O4 -1.012 0.379 -2.379
O5 -1.216 0.221 -4.506
N8 4.011 -1.058 -1.717
O6 5.137 -1.339 -2.091
O7 3.701 -0.862 -0.567
H22 4.306 -1.877 -4.118
H23 0.389 -0.955 -5.622

Löwdin population analysis, charges in e, atoms 1 to 5: atom 1 (La): 1.5507, atom 2 (S): -0.2574, atom 3 (Sb): -0.2372, atom 4 (S): -0.1346, atom 5 (S): -0.0674



The following is a quantum chemistry calculation of C29H23Br2I2N8OTi as an isolated structure, from OMol25.

Computed properties:
charge	+1
largest force on an atom	0.18	eV/A
spin multiplicity	3
Kohn-Sham gap (spin up / spin down)	5.13 / 7.30	eV
relative energy (zero: lowest compared OMol25 entry of this formula, charge and spin)	1.36	kcal/mol
highest occupied orbital energy (spin up / spin down)	-7.84 / -10.10	eV
lowest unoccupied orbital energy (spin up / spin down)	-2.71 / -2.80	eV

Positions of all 66 atoms, in Å:
Ti1 0.133 0.029 -0.123
I1 -4.224 -0.412 6.094
C1 -3.210 -0.694 4.297
C2 -3.922 -0.947 3.134
C3 -3.250 -1.106 1.932
I2 -4.323 -1.499 0.195
C4 -1.856 -1.006 1.865
O1 -1.199 -1.103 0.727
C5 -1.152 -0.772 3.060
C6 0.340 -0.652 2.982
N1 0.753 0.454 2.071
C7 0.201 1.747 2.524
C8 -1.175 1.983 1.953
C9 -2.163 2.631 2.677
C10 -3.403 2.827 2.093
C11 -3.620 2.368 0.803
C12 -2.584 1.724 0.152
N2 -1.382 1.544 0.707
C13 -1.825 -0.618 4.262
H1 -5.001 -1.020 3.162
H2 0.782 -1.571 2.592
H3 0.747 -0.477 3.982
H4 1.766 0.509 2.087
H5 0.867 2.542 2.182
H6 0.157 1.797 3.616
H7 -1.968 2.947 3.693
H8 -4.196 3.315 2.645
H9 -4.578 2.473 0.316
H10 -2.725 1.310 -0.839
H11 -1.266 -0.430 5.170
Br1 1.513 -6.076 -2.896
C14 1.118 -4.410 -2.113
C15 1.133 -4.285 -0.712
C16 0.840 -3.054 -0.191
N3 0.570 -1.967 -0.932
C17 0.509 -2.102 -2.280
C18 0.795 -3.341 -2.896
C19 0.089 -0.931 -2.980
C20 -0.046 -0.861 -4.382
C21 -0.510 0.281 -4.960
Br2 -0.701 0.411 -6.827
C22 -0.859 1.388 -4.147
C23 -0.698 1.262 -2.803
N4 -0.234 0.145 -2.178
H12 1.348 -5.127 -0.071
H13 0.810 -2.913 0.882
H14 0.747 -3.450 -3.968
H15 0.215 -1.710 -4.996
H16 -1.242 2.301 -4.576
H17 -0.946 2.092 -2.154
N5 4.311 0.842 -1.421
C24 4.541 -0.509 -1.296
C25 3.421 -1.031 -0.733
N6 2.508 -0.027 -0.504
C26 3.077 1.080 -0.932
C27 2.316 2.306 -0.854
N7 1.070 2.236 -0.440
C28 0.594 3.528 -0.465
C29 1.569 4.367 -0.901
N8 2.670 3.575 -1.149
H18 4.943 1.507 -1.833
H19 5.462 -0.964 -1.615
H20 3.214 -2.059 -0.490
H21 -0.414 3.773 -0.177
H22 1.583 5.431 -1.057
H23 3.562 3.900 -1.479

natural (NBO) population analysis, charges in e, atoms 1 to 5: atom 1 (Ti): 1.6587, atom 2 (I): 0.1685, atom 3 (C): -0.1913, atom 4 (C): -0.2409, atom 5 (C): -0.2368



Question: What is the largest force on an atom in the first record?
Answer: 6.20 eV/A



Repeat the first record exactly.
The following is a quantum chemistry calculation of C29H23BCo2F3NO9 as an isolated structure in a non-equilibrium geometry, from OMol25.

Computed properties:
charge	0
largest force on an atom	6.20	eV/A
spin multiplicity	1
Kohn-Sham gap	4.57	eV
relative energy (zero: lowest compared OMol25 entry of this formula, charge and spin)	0.00	kcal/mol
highest occupied orbital energy	-7.75	eV
lowest unoccupied orbital energy	-3.18	eV

Positions of all 68 atoms, in Å:
O1 1.778 3.853 -0.334
C1 0.802 3.263 -0.517
Co1 -0.701 2.455 -0.654
C2 -0.738 3.050 -2.340
O2 -0.736 3.719 -3.279
C3 0.015 1.052 0.115
O3 0.589 0.192 0.638
C4 -1.711 3.338 0.724
C5 -1.145 3.445 2.079
C6 -0.809 2.300 2.840
C7 -0.085 2.434 4.023
C8 0.251 3.701 4.503
C9 -0.182 4.841 3.816
C10 -0.884 4.717 2.621
C11 -2.393 4.304 -0.081
C12 -2.289 5.561 -0.539
Co2 -3.119 2.724 -0.200
C13 -3.217 1.012 0.208
O4 -3.415 -0.094 0.490
C14 -3.428 2.763 -1.962
O5 -3.906 2.801 -3.017
C15 -4.720 3.246 0.313
O6 -5.725 3.725 0.634
H1 -1.133 1.317 2.488
H2 0.209 1.538 4.571
H3 0.835 3.801 5.420
H4 0.017 5.840 4.206
H5 -1.238 5.602 2.073
H6 -3.075 5.955 -1.184
H7 -1.408 6.174 -0.326
C16 -4.710 -3.601 0.289
O7 -3.417 -4.161 0.609
C17 -2.315 -3.626 0.014
C18 -2.371 -2.543 -0.897
C19 -1.190 -1.932 -1.284
C20 0.054 -2.531 -0.940
N1 1.069 -1.728 -1.496
C21 2.478 -1.884 -1.297
O8 3.303 -1.143 -1.789
O9 2.766 -2.927 -0.496
C22 4.194 -3.239 -0.238
C23 4.902 -2.046 0.360
C24 4.882 -3.648 -1.520
C25 4.179 -4.390 0.751
C26 0.464 -0.683 -2.206
B1 1.408 0.340 -3.059
F1 0.451 1.160 -3.719
F2 2.131 1.083 -2.114
F3 2.119 -0.388 -3.989
C27 -0.891 -0.717 -2.005
C28 0.124 -3.611 -0.077
C29 -1.051 -4.160 0.407
H8 -5.389 -4.112 0.972
H9 -4.730 -2.517 0.462
H10 -4.975 -3.821 -0.754
H11 -3.312 -2.195 -1.335
H12 4.417 -1.739 1.294
H13 5.945 -2.307 0.582
H14 4.885 -1.225 -0.362
H15 4.401 -4.531 -1.958
H16 4.864 -2.813 -2.229
H17 5.927 -3.902 -1.303
H18 3.673 -5.268 0.334
H19 5.205 -4.685 0.999
H20 3.683 -4.102 1.686
H21 -1.655 -0.055 -2.399
H22 1.080 -4.008 0.244
H23 -1.038 -4.973 1.137

natural (NBO) population analysis, charges in e, atoms 1 to 5: atom 1 (O): -0.4025, atom 2 (C): 0.6861, atom 3 (Co): 0.1594, atom 4 (C): 0.5496, atom 5 (O): -0.4034



Question: largest force on an atom of number 3 (C29H23Br2Cl3F6LaN8O7PS5SbSi)?
Answer: 1.10 eV/A



Question: Among the records above, which one has the highest charge?
Answer: C29H23Br2I2N8OTi